No. 1
Entry from the Open Molecules 2025 dataset: the molecule C6H12N2 (the ωB97M-V functional and the def2-TZVPD basis).

Geometry as XYZ:
```
20
C6H12N2 (the ωB97M-V functional and the def2-TZVPD basis)
N 0.69 -1.25 -1.48
N 0.07 -2.22 1.37
C -0.28 0.17 1.33
C -1.12 0.40 -1.69
C 0.65 0.45 0.17
C 0.10 -0.21 -1.07
C -0.45 -1.04 1.86
C 0.86 1.96 -0.01
H 1.34 2.37 0.87
H -0.09 2.47 -0.16
H 0.27 -2.94 2.05
H -1.58 -0.28 -2.40
H -0.82 1.01 1.73
H 1.50 2.15 -0.87
H -1.84 0.65 -0.91
H 1.63 -0.01 0.37
H -0.85 1.31 -2.21
H 0.27 -1.69 -2.29
H 0.75 -2.12 0.63
H -1.11 -1.17 2.71
```

Output
frontier orbital gap = 9.1 eV
LUMO = 1.1 eV
SMILES = [H]/N=C(\C)[C@@H](C)/C=C\N
spin multiplicity = 1
HOMO level = -0.2935 Ha

Here are the Löwdin charges for atoms 1 to 8, given in e: 0.134, 0.069, -0.112, -0.028, -0.359, -0.421, -0.219, -0.071


No. 2
Entry from the Open Molecules 2025 dataset: a structure of composition C40H27MnN7O6S3 at a distorted geometry (the ωB97M-V functional and the def2-TZVPD basis).

Geometry as XYZ:
```
84
C40H27MnN7O6S3 (the ωB97M-V functional and the def2-TZVPD basis)
Mn 0.71 1.80 0.01
S 1.44 -1.39 0.94
S -1.83 -1.06 2.46
S 0.61 -5.31 1.28
O 4.39 1.94 1.01
O -1.76 4.98 0.05
O 1.25 -5.50 0.01
O 1.13 -6.11 2.36
O 1.42 -0.89 2.28
O 2.58 -2.21 0.60
N -1.21 1.48 -0.13
N 0.66 1.73 -1.93
N 0.57 -3.71 1.79
N 1.27 -0.17 -0.15
N 2.40 2.61 0.00
N 0.13 3.63 -0.02
N 0.98 1.91 1.95
C 2.30 1.76 2.17
C -1.02 -4.03 -0.86
C -1.19 3.89 0.00
C -1.80 0.34 -0.52
C 1.61 -0.42 -1.51
C -4.34 -4.83 -0.44
C -3.27 2.62 -0.59
C 3.56 4.80 -0.11
C 3.42 6.18 -0.17
C 1.02 5.97 -0.23
C 0.61 1.75 4.29
C -1.22 -5.47 1.32
C -1.94 2.61 -0.19
C -1.36 -4.89 2.68
C -0.13 -3.08 -0.59
C -0.63 -3.61 2.67
C -3.70 -2.86 0.84
C -1.31 -2.55 1.67
C 1.22 0.58 -2.44
C 1.97 1.57 4.52
C 0.20 2.67 -2.80
C -3.87 1.44 -0.99
C -3.10 0.28 -0.97
C -2.41 -3.28 0.92
C -4.68 -3.60 0.16
C 1.39 0.40 -3.84
C 0.16 1.91 2.99
C 2.16 6.76 -0.25
C 0.28 2.53 -4.17
C -3.07 -5.30 -0.41
C 2.04 -0.75 -4.30
C 2.43 3.99 -0.12
C 2.50 -1.69 -3.39
C 3.18 2.04 1.00
C 2.28 -1.54 -2.03
C 0.89 1.40 -4.71
C 1.14 4.59 -0.14
C 0.05 -2.66 0.83
C 2.83 1.59 3.44
C -1.94 -4.55 0.23
H -5.11 -5.41 -0.95
H 2.07 7.84 -0.29
H -3.78 3.57 -0.61
H -4.89 1.42 -1.34
H -2.80 -6.24 -0.89
H -0.10 1.72 5.11
H -3.50 -0.67 -1.30
H 2.19 -0.88 -5.37
H -1.49 -6.52 1.21
H -0.89 2.05 2.79
H 2.64 -2.30 -1.36
H -2.24 -5.02 3.29
H 4.54 4.33 -0.04
H 0.03 6.41 -0.26
H -0.42 -3.15 3.63
H -5.69 -3.22 0.09
H -3.95 -1.92 1.32
H -1.15 -4.41 -1.86
H -0.11 3.32 -4.79
H 3.90 1.48 3.53
H 3.03 -2.57 -3.74
H 0.99 1.27 -5.79
H -1.19 -0.54 -0.50
H -0.24 3.56 -2.37
H 4.30 6.81 -0.15
H 0.53 -2.67 -1.35
H 2.34 1.43 5.52
```

Output
frontier orbital gap (spin up / spin down) = 3.9 / 5.7 eV
charge = -2
LUMO (spin up / spin down) = 4.2 / 3.6 eV
spin multiplicity = 6
HOMO level (spin up / spin down) = 0.0088 / -0.0765 Ha

Here are the Löwdin charges for atoms 1 to 8, given in e: 0.713, 0.646, 0.518, 0.699, 0.097, 0.018, -0.279, -0.298


No. 3
Entry from the Open Molecules 2025 dataset: a cluster of 6 separate species, C5H25N2O5 in total at a distorted geometry (the ωB97M-V functional and the def2-TZVPD basis).

Geometry as XYZ:
```
37
C5H25N2O5 (the ωB97M-V functional and the def2-TZVPD basis)
O 1.62 0.81 -2.99
O 0.04 -1.24 -2.87
O -2.67 -1.06 -2.73
O 2.62 -0.77 2.02
O 0.18 -0.47 3.52
N 1.77 -0.24 -0.35
N -0.56 2.18 1.67
C -1.51 2.43 0.55
C 0.59 1.48 1.05
C -0.50 -0.86 0.79
C 0.28 0.19 0.06
C -1.04 -2.01 -0.13
H -0.44 -0.84 4.11
H -1.93 -1.69 -0.59
H 1.81 -0.02 -1.40
H 0.14 -2.18 -3.22
H -1.51 -2.81 0.67
H 2.47 0.45 0.01
H -0.09 -2.25 -0.68
H 1.55 1.73 -3.38
H -2.76 -2.03 -2.67
H -2.05 3.37 0.87
H 1.11 1.20 2.04
H 3.58 -0.81 2.26
H -3.43 -0.64 -3.13
H -0.17 0.54 -0.90
H -0.03 0.45 3.58
H 1.06 0.18 -3.32
H 2.24 -0.68 2.86
H -0.18 3.03 2.07
H -1.20 2.70 -0.39
H 1.29 2.02 0.40
H -2.30 1.63 0.39
H 0.24 -1.24 1.58
H -1.34 -0.42 1.36
H 1.96 -1.17 -0.10
H -0.81 -0.94 -2.98
```

Output
frontier orbital gap = 10.2 eV
charge = +1
LUMO = -2.4 eV
spin multiplicity = 1
HOMO level = -0.4609 Ha

Here are the Löwdin charges for atoms 1 to 8, given in e: -0.038, -0.053, -0.049, -0.037, -0.024, 0.187, -0.090, -0.134


No. 4
Entry from the Open Molecules 2025 dataset: a cluster of 3 separate species, C32H61N5O11P2 in total at a distorted geometry (the ωB97M-V functional and the def2-TZVPD basis).

Geometry as XYZ:
```
111
C32H61N5O11P2 (the ωB97M-V functional and the def2-TZVPD basis)
P 5.98 4.04 1.30
P 3.31 -2.04 -2.36
O 6.46 2.49 1.67
O -4.26 1.45 -1.68
O -6.15 0.93 -2.81
O 7.45 4.74 1.05
O 1.90 -2.58 -2.63
O 4.88 -1.52 -1.94
O 3.97 -2.78 -3.69
O 5.71 3.71 -0.18
O 6.13 4.43 2.96
O -5.04 -0.57 4.02
O 3.03 -0.54 -3.00
N -5.70 -2.28 2.52
N -2.16 -1.92 3.71
N -2.82 -2.86 1.56
N -4.97 1.22 1.99
N -0.82 -1.57 1.76
C -4.49 -0.13 1.55
C -2.92 -0.24 1.88
C 6.94 7.10 1.29
C -7.46 -2.45 0.87
C 3.62 -4.14 -3.98
C -5.19 -0.90 0.33
C 2.19 0.35 -2.29
C 8.46 4.35 3.76
C -9.29 -4.13 1.93
C 2.84 0.83 -1.00
C -3.13 -3.05 -3.47
C 5.83 0.10 -3.53
C 5.70 1.39 1.17
C -5.89 -2.22 1.01
C 7.50 6.00 0.40
C -2.27 -2.17 -2.51
C -3.12 2.93 1.17
C -6.23 0.04 -0.51
C 5.94 -1.25 -2.86
C -5.26 -2.47 -1.85
C -5.53 0.83 -1.72
C -4.40 -1.57 -0.87
C -2.28 -1.65 2.22
C -4.58 2.27 1.33
C -5.74 3.19 0.65
C -2.92 -1.46 -1.26
C -5.09 -0.99 2.83
C 7.04 3.82 3.87
C 6.48 0.69 0.08
C 2.71 -4.18 -5.19
C -4.65 -3.17 -3.10
C -7.82 -3.99 1.30
H 7.40 0.26 0.48
H -5.54 3.38 -0.46
H 5.89 -0.11 -0.38
H -2.25 0.31 1.10
H 7.02 2.73 3.82
H 6.85 -1.25 -2.25
H 5.59 0.88 -2.81
H 5.04 0.10 -4.29
H -3.21 -3.49 2.28
H -9.67 -5.19 1.64
H -0.46 -0.67 2.13
H 8.95 3.97 2.86
H 2.21 1.58 -0.51
H 3.16 -4.62 -3.11
H -1.92 -1.04 4.20
H 1.22 -0.13 -2.08
H -6.79 0.70 0.23
H -1.16 -2.03 -2.75
H 2.99 0.00 -0.31
H 3.82 1.27 -1.20
H -3.69 1.11 -0.96
H 1.84 -3.54 -5.07
H -5.31 -3.78 -3.79
H -7.90 -2.33 -0.18
H -2.02 -3.39 1.17
H 6.79 1.39 -0.71
H -7.76 -4.62 0.33
H -2.23 -0.81 -0.64
H -5.64 4.23 1.17
H -6.79 2.81 0.89
H -9.32 -4.08 3.07
H 2.00 1.21 -2.94
H 6.08 -2.05 -3.58
H -2.78 0.40 2.83
H 4.55 -4.68 -4.19
H -2.50 2.58 2.08
H -2.55 2.59 0.24
H 7.06 8.08 0.82
H 6.96 5.96 -0.55
H -6.39 -2.63 -1.70
H 8.55 6.21 0.18
H 5.53 0.70 2.00
H -10.05 -3.41 1.45
H -5.43 -3.24 0.73
H -7.06 -4.44 2.02
H -7.99 -1.79 1.64
H 6.77 0.35 -4.03
H 4.72 1.71 0.82
H 5.88 6.94 1.49
H 6.67 4.07 4.87
H -7.05 -0.59 -1.03
H 3.24 -3.82 -6.08
H -5.25 -3.13 2.88
H 8.47 5.44 3.71
H 7.45 7.11 2.26
H -3.18 4.08 1.27
H -0.37 -2.32 2.32
H 2.37 -5.20 -5.38
H -2.71 -3.57 -4.41
H 9.05 4.03 4.62
H -3.03 -2.33 4.08
```

Output
frontier orbital gap = 6.5 eV
LUMO = -2.0 eV
SMILES = CCC[C@@H]1NC(=O)[C@](CC(N)(N)N)(N=C(C)C)[C@@]1(CC(=O)O)c1ccccc1.CCOP(=O)(OCC)OCC.CCOP(=O)(OCC)OCC
spin multiplicity = 1
HOMO level = -0.3121 Ha

Here are the Löwdin charges for atoms 1 to 8, given in e: 0.745, 0.748, -0.258, 0.042, 0.048, -0.242, -0.216, -0.279


No. 5
Entry from the Open Molecules 2025 dataset: a cluster of 2 separate species, C6H12O in total (the ωB97M-V functional and the def2-TZVPD basis).

Geometry as XYZ:
```
19
C6H12O (the ωB97M-V functional and the def2-TZVPD basis)
O -0.85 -0.31 2.09
C -1.84 -0.13 -0.10
C 2.05 -1.59 0.41
C -1.47 -0.82 1.18
C 1.02 1.49 -1.33
C -1.25 1.27 -0.28
C 0.25 1.30 -0.26
H -1.54 -0.79 -0.93
H -1.61 1.68 -1.23
H 1.22 -1.69 -0.29
H 0.71 1.13 0.71
H 2.10 1.49 -1.25
H 2.50 -2.57 0.60
H -2.94 -0.10 -0.14
H 1.68 -1.17 1.35
H -1.81 -1.87 1.26
H 2.80 -0.92 -0.02
H 0.59 1.66 -2.32
H -1.64 1.92 0.52
```

Output
frontier orbital gap = 10.6 eV
LUMO = 1.0 eV
SMILES = C=CCCC=O.C
spin multiplicity = 1
HOMO level = -0.3552 Ha

Here are the Löwdin charges for atoms 1 to 8, given in e: 0.039, -0.166, -0.049, -0.268, -0.001, -0.207, -0.201, 0.120


No. 6
Entry from the Open Molecules 2025 dataset: a structure of composition C17H31Br2NaO13 at a distorted geometry (the ωB97M-V functional and the def2-TZVPD basis).

Geometry as XYZ:
```
64
C17H31Br2NaO13 (the ωB97M-V functional and the def2-TZVPD basis)
Br -2.09 3.35 6.33
Br -6.06 1.92 4.22
Na -5.32 -2.15 -3.11
O 2.70 0.86 -5.15
O -0.07 -5.80 -3.23
O 0.05 8.83 2.12
O 2.94 -4.24 2.11
O 3.61 -2.66 0.67
O -3.12 0.93 -1.75
O 1.78 -2.40 1.96
O 2.33 -0.49 -6.80
O -2.23 9.40 1.96
O -0.97 -7.25 -1.81
O -2.10 -5.41 -2.43
O -1.52 7.22 2.08
O 0.83 1.22 -6.37
C -3.99 2.82 6.13
C -2.26 0.60 -0.68
C 2.43 1.86 -4.23
C 0.09 -4.49 -3.81
C 2.43 -4.63 4.33
C 1.47 7.65 3.47
C 0.80 7.65 2.07
C 2.89 -3.05 1.52
C -4.14 2.15 4.77
C 0.87 -3.23 2.71
C -0.28 6.53 1.88
C -0.03 -8.24 -2.06
C 1.89 0.58 -6.14
C -1.34 8.57 1.98
C 1.76 -4.47 2.94
C 1.71 -0.96 -7.96
C -1.11 -6.07 -2.44
H -0.71 -4.32 -4.53
H 0.00 -8.91 -1.20
H -4.36 2.21 6.96
H 1.49 7.58 1.23
H -4.66 3.69 6.22
H 1.77 -4.55 5.19
H -1.34 0.08 -0.94
H 2.30 6.94 3.57
H 0.75 7.46 4.26
H 1.47 1.69 -3.74
H 1.05 -4.53 -4.33
H -2.81 0.02 0.06
H -0.01 -3.75 -3.02
H 1.09 -1.81 -7.69
H -0.27 -8.77 -2.98
H 0.96 -7.79 -2.13
H 3.16 -3.83 4.45
H 3.21 1.82 -3.47
H 2.88 -5.62 4.25
H 0.62 -2.76 3.67
H 2.48 -1.27 -8.67
H -3.61 1.20 4.71
H 2.42 2.88 -4.63
H -0.28 6.05 0.90
H 1.10 -0.18 -8.41
H 1.92 8.63 3.62
H -1.97 1.49 -0.13
H -0.08 -3.48 2.25
H -0.02 5.79 2.63
H 1.19 -5.33 2.60
H -3.68 2.81 4.03
```

Output
frontier orbital gap = 3.7 eV
LUMO = -1.8 eV
spin multiplicity = 1
HOMO level = -0.2027 Ha

Here are the Löwdin charges for atoms 1 to 8, given in e: 0.586, 0.556, 0.793, 0.011, -0.024, 0.031, 0.063, 0.170


No. 7
Entry from the Open Molecules 2025 dataset: a structure of composition C16H11Cl2N5O2SY (the ωB97M-V functional and the def2-TZVPD basis).

Geometry as XYZ:
```
38
C16H11Cl2N5O2SY (the ωB97M-V functional and the def2-TZVPD basis)
Y 0.61 0.10 0.70
Cl -0.18 -2.08 -0.75
Cl 5.04 -1.84 -2.30
S 2.75 -0.66 -0.50
O -4.80 4.00 -1.38
O -0.11 -0.87 2.45
N 1.77 0.33 2.90
N 2.52 -0.05 6.20
N -1.25 -2.50 5.48
N -0.72 1.79 -0.39
N -5.02 1.92 -0.52
C -0.70 3.89 -1.53
C -2.08 3.91 -1.52
C -0.06 2.81 -0.96
C 3.46 -2.53 -2.38
C 2.00 -4.18 -3.33
C -2.07 1.82 -0.40
C 1.67 -0.50 5.57
C 3.25 -3.60 -3.23
C 1.21 -2.64 -1.73
C 0.72 -0.57 3.39
C 0.66 -0.98 4.68
C -0.39 -1.82 5.13
C 2.43 -2.00 -1.59
C 0.94 -3.70 -2.56
C -2.79 2.86 -0.95
C -4.30 2.97 -0.97
H -0.13 4.70 -1.97
H 2.68 -0.12 2.94
H -2.65 4.74 -1.94
H -2.55 0.97 0.07
H 4.08 -3.97 -3.82
H 1.84 -5.02 -3.99
H -6.03 2.00 -0.53
H -0.04 -4.14 -2.61
H 1.03 2.76 -0.95
H -4.62 1.06 -0.22
H 1.84 1.15 3.50
```

Output
frontier orbital gap = 7.6 eV
charge = +1
LUMO = -4.0 eV
spin multiplicity = 1
HOMO level = -0.4283 Ha

Here are the Löwdin charges for atoms 1 to 8, given in e: 1.264, 0.689, 0.706, 0.522, 0.095, -0.205, 0.047, 0.182


E_tot across the listed records, respectively: -345.31087; -4720.74969; -690.90577; -3039.62418; -311.01104; -6954.65438; -2397.37606 a.u..